C51H33AsF15GeN2O2PdS as an isolated structure, computed with ωB97M-V with the def2-TZVPD basis set.

```
107
Properties=species:S:1:pos:R:3:lowdin_charge:R:1
Pd -0.763 0.347 0.547 0.52
F -3.957 -4.180 1.041 0.08
C -3.365 -4.684 2.136 -0.23
C -1.999 -4.520 2.300 -0.14
C -1.440 -5.080 3.435 -0.20
F -0.126 -4.974 3.676 0.10
C -2.197 -5.768 4.368 -0.14
F -1.627 -6.290 5.450 0.14
C -3.559 -5.907 4.170 -0.12
F -4.296 -6.560 5.057 0.15
C -4.154 -5.362 3.043 -0.14
F -5.462 -5.499 2.848 0.14
Ge -1.032 -3.511 0.928 0.74
S -1.945 -1.528 0.980 0.35
C 0.877 -3.610 1.352 -0.14
C 1.653 -4.671 0.917 -0.22
F 1.150 -5.561 0.053 0.11
C 2.946 -4.881 1.357 -0.15
F 3.666 -5.900 0.900 0.14
C 3.505 -3.993 2.258 -0.14
F 4.763 -4.146 2.650 0.15
C 2.762 -2.919 2.717 -0.15
F 3.306 -2.048 3.571 0.13
C 1.465 -2.754 2.272 -0.25
F 0.775 -1.726 2.790 0.05
C -1.400 -4.358 -0.807 -0.13
C -1.474 -3.594 -1.960 -0.24
F -1.279 -2.260 -1.912 0.00
C -1.757 -4.129 -3.201 -0.14
F -1.798 -3.348 -4.282 0.12
C -1.998 -5.488 -3.311 -0.13
F -2.271 -6.021 -4.493 0.15
C -1.951 -6.285 -2.180 -0.13
F -2.181 -7.589 -2.281 0.14
C -1.653 -5.710 -0.957 -0.22
F -1.596 -6.522 0.104 0.11
C 3.966 -3.827 -1.972 -0.06
C 4.341 -3.000 -0.925 -0.07
C 3.497 -1.981 -0.503 -0.10
C 2.273 -1.790 -1.134 -0.33
C 1.915 -2.594 -2.212 -0.09
C 2.756 -3.618 -2.619 -0.06
As 1.214 -0.231 -0.667 1.35
C 1.178 0.728 -2.333 -0.30
C 0.368 0.503 -3.432 -0.10
C 0.493 1.330 -4.541 -0.07
C 1.416 2.370 -4.531 -0.06
C 2.224 2.593 -3.425 -0.01
C 2.114 1.769 -2.311 -0.18
C 2.899 1.895 -1.061 -0.19
C 3.896 2.832 -0.816 -0.02
C 4.537 2.851 0.417 -0.07
C 4.175 1.961 1.420 -0.06
C 3.175 1.022 1.190 -0.08
C 2.566 0.985 -0.052 -0.32
H 4.623 -4.624 -2.294 0.12
H 5.292 -3.146 -0.430 0.12
H 3.811 -1.331 0.302 0.10
H 1.001 -2.415 -2.756 0.09
H 2.471 -4.243 -3.455 0.11
H -0.360 -0.300 -3.432 0.10
H -0.125 1.162 -5.413 0.11
H 1.514 3.008 -5.400 0.11
H 2.940 3.404 -3.439 0.11
H 4.185 3.541 -1.581 0.11
H 5.323 3.572 0.598 0.11
H 4.673 1.994 2.380 0.11
H 2.885 0.332 1.974 0.11
C -4.431 2.314 2.011 -0.13
C -3.402 2.751 3.078 -0.13
C -2.147 1.933 2.757 -0.16
O -2.385 1.400 1.434 -0.35
C -3.793 1.094 1.370 -0.21
H -4.567 3.098 1.266 0.11
H -5.404 2.082 2.438 0.12
H -3.750 2.535 4.086 0.12
H -3.202 3.819 3.016 0.11
H -2.014 1.094 3.444 0.13
H -1.229 2.514 2.702 0.12
H -3.985 0.178 1.934 0.10
H -4.045 0.934 0.325 0.13
C -0.582 6.254 -2.138 0.02
N -0.963 4.920 -1.695 -0.05
N -0.315 4.353 -0.616 0.07
C -0.491 2.994 -0.658 -0.38
O -0.034 2.268 0.272 -0.16
C -1.218 2.713 -1.838 0.05
C -1.452 3.915 -2.457 -0.24
C -2.080 4.177 -3.779 0.00
C -0.063 5.099 0.574 -0.19
C -1.002 6.011 1.035 -0.02
C -0.750 6.703 2.210 -0.07
C 0.416 6.464 2.923 -0.07
C 1.337 5.535 2.458 -0.06
C 1.107 4.852 1.274 0.00
H 0.455 6.439 -1.862 0.11
H -1.213 7.018 -1.689 0.09
H -0.672 6.302 -3.219 0.09
H -1.513 1.738 -2.183 0.11
H -2.588 3.280 -4.125 0.09
H -1.322 4.439 -4.520 0.09
H -2.802 4.991 -3.727 0.09
H -1.923 6.168 0.488 0.12
H -1.472 7.422 2.573 0.11
H 0.606 7.001 3.842 0.11
H 2.246 5.345 3.013 0.11
H 1.817 4.129 0.898 0.11
```

As for the HOMO energy: -10.83 eV. The value obtained for the LUMO energy is -3.27 eV. The calculation puts the energy above the lowest of the compared OMol25 structures with the same formula, charge and spin at 0.000 eV. Its charge is +1. The calculation puts the frontier orbital gap at 7.56 eV.



A single C7H13NO molecule at a distorted geometry, computed with ωB97M-V with the def2-TZVPD basis set.

```
22
Properties=species:S:1:pos:R:3:lowdin_charge:R:1
C 2.035 2.287 -0.669 -0.10
C 1.106 1.672 0.344 -0.22
C -0.385 1.670 0.051 -0.12
C -0.294 0.184 -0.088 -0.15
N -1.404 -0.996 -0.114 -0.21
C -1.250 -2.024 -1.132 -0.14
C -1.765 -1.558 1.169 -0.14
C 0.930 -0.176 0.170 -0.22
O 1.701 -1.196 0.230 0.11
H 3.079 2.067 -0.431 0.07
H 1.833 1.909 -1.677 0.08
H 1.920 3.378 -0.706 0.07
H 1.353 1.906 1.380 0.12
H -0.681 2.183 -0.869 0.12
H -1.018 2.014 0.874 0.11
H -1.009 -1.578 -2.103 0.08
H -0.454 -2.746 -0.887 0.07
H -2.179 -2.599 -1.257 0.08
H -1.973 -0.771 1.902 0.08
H -2.679 -2.165 1.105 0.08
H -0.964 -2.214 1.581 0.08
H 2.095 -1.249 1.127 0.15
```

As for the HOMO energy: -7.59 eV. The value obtained for the LUMO energy is 0.61 eV. The calculation puts the energy above the lowest of the compared OMol25 structures with the same formula, charge and spin at 4.164 eV. Its charge is 0. Its SMILES is C[C@H]1CC(N(C)C)=C1O. The calculation puts the frontier orbital gap at 8.20 eV.



A 4-piece molecular cluster, C17H29NO13 overall at a distorted geometry, computed with ωB97M-V with the def2-TZVPD basis set.

```
60
Properties=species:S:1:pos:R:3:lowdin_charge:R:1
C 1.649 3.463 1.551 -0.01
C 2.648 4.411 0.938 -0.32
C 3.883 3.759 0.371 -0.09
O 4.855 4.813 0.483 0.06
C 4.485 5.595 1.527 -0.57
O 5.166 6.434 2.014 0.16
O 3.232 5.280 1.934 0.08
H 2.119 2.852 2.322 0.09
H 0.842 4.017 2.033 0.10
H 1.211 2.796 0.806 0.07
H 2.168 5.044 0.189 0.15
H 3.766 3.448 -0.662 0.13
H 4.222 2.914 0.976 0.14
C -3.076 3.192 -2.366 -0.02
C -1.704 2.571 -2.307 -0.33
C -1.246 2.163 -0.927 -0.08
O 0.184 2.246 -1.057 0.03
C 0.450 3.179 -2.004 -0.56
O 1.525 3.635 -2.211 0.17
O -0.678 3.518 -2.667 0.09
H -3.142 4.047 -1.693 0.09
H -3.290 3.553 -3.371 0.09
H -3.836 2.463 -2.088 0.09
H -1.636 1.731 -3.005 0.16
H -1.549 1.158 -0.647 0.14
H -1.561 2.865 -0.152 0.15
C -0.673 -4.589 -5.452 -0.02
C -1.356 -4.157 -4.180 -0.33
C -0.521 -3.295 -3.264 -0.09
O -1.094 -3.581 -1.979 0.05
C -1.603 -4.838 -2.039 -0.56
O -1.967 -5.468 -1.103 0.16
O -1.628 -5.279 -3.319 0.09
H 0.268 -5.095 -5.233 0.09
H -1.297 -5.290 -6.003 0.09
H -0.471 -3.727 -6.087 0.09
H -2.312 -3.675 -4.406 0.16
H -0.590 -2.233 -3.486 0.14
H 0.529 -3.594 -3.247 0.14
C -1.321 -4.298 2.470 -0.06
C -1.038 -3.555 1.177 -0.27
O 0.115 -2.744 1.265 -0.12
C -0.031 -1.690 2.162 -0.22
C 1.113 -0.708 2.017 -0.13
O 0.741 0.554 2.546 -0.09
O 0.723 0.415 3.962 0.01
C -0.565 0.633 4.434 -0.54
N -0.787 0.021 5.686 0.14
O -1.391 1.280 3.820 0.13
H -1.798 -3.610 3.158 0.06
H -0.407 -4.630 2.934 0.08
H -2.023 -5.099 2.311 0.08
H -0.865 -4.273 0.407 0.08
H -1.909 -2.953 0.937 0.12
H -0.970 -1.161 1.978 0.14
H -0.070 -2.017 3.198 0.11
H 1.381 -0.575 0.984 0.14
H 1.950 -1.055 2.606 0.13
H 0.038 0.112 6.269 0.10
H -0.861 -0.973 5.493 0.09
```

As for the HOMO energy: -10.05 eV. The value obtained for the LUMO energy is -0.06 eV. The calculation puts the energy above the lowest of the compared OMol25 structures with the same formula, charge and spin at 0.368 eV. Its charge is 0. Its SMILES is C[C@@H]1COC(=O)O1.C[C@@H]1COC(=O)O1.C[C@@H]1COC(=O)O1.CCOCCOOC(N)=O. The calculation puts the frontier orbital gap at 9.99 eV.



C14H23N5OPdS as an isolated structure at a distorted geometry, computed with ωB97M-V with the def2-TZVPD basis set.

```
45
Properties=species:S:1:pos:R:3:lowdin_charge:R:1
Pd 0.069 -0.059 0.790 0.86
N -3.257 -1.281 3.332 0.07
C -2.258 -1.309 2.413 -0.85
S -0.594 -1.134 2.811 0.62
N -2.527 -1.573 1.132 -0.05
N -1.404 -1.482 0.359 -0.20
C -1.426 -2.193 -0.772 -0.09
C -0.326 -2.355 -1.577 -0.20
C -0.464 -2.950 -2.873 -0.06
C 0.607 -3.426 -3.547 -0.12
C 1.902 -3.062 -3.118 -0.08
C 2.089 -2.342 -1.959 -0.02
C 0.996 -2.088 -1.100 -0.42
O 1.153 -1.727 0.110 -0.16
H -2.983 -1.170 4.310 0.09
H -4.205 -1.028 3.174 0.08
H -2.348 -2.740 -1.074 0.14
H -1.476 -2.999 -3.304 0.12
H 0.482 -4.061 -4.399 0.09
H 2.699 -3.266 -3.826 0.10
H 3.064 -1.973 -1.707 0.10
C -1.771 1.317 -1.239 -0.07
N -0.367 1.422 -0.707 -0.36
C 0.509 1.343 -1.894 -0.09
C -0.120 2.712 -0.018 -0.20
C 1.163 2.739 0.800 -0.19
N 1.131 1.663 1.793 -0.38
C 2.467 1.208 2.127 -0.09
C 0.395 1.985 3.000 -0.14
H -2.109 2.188 -1.771 0.08
H -2.493 0.970 -0.495 0.08
H -1.749 0.513 -2.011 0.09
H 0.058 1.937 -2.737 0.10
H 0.530 0.271 -2.264 0.09
H 1.570 1.632 -1.674 0.10
H -0.952 2.883 0.669 0.11
H -0.195 3.584 -0.716 0.14
H 1.197 3.698 1.327 0.13
H 2.040 2.608 0.131 0.12
H 3.078 2.027 2.547 0.10
H 2.941 0.893 1.223 0.08
H 2.397 0.358 2.809 0.10
H 0.854 2.785 3.573 0.09
H 0.235 1.092 3.631 0.02
H -0.600 2.391 2.722 0.09
```

As for the HOMO energy (alpha / beta): -6.60 / -6.73 eV. The multiplicity is 3. The value obtained for the LUMO energy (alpha / beta) is 0.58 / -0.53 eV. Its charge is 0. The calculation puts the frontier orbital gap (alpha / beta) at 7.17 / 6.20 eV.



A 14-piece molecular cluster, C58H90BCl2F10N2O22S2 overall at a distorted geometry, computed with ωB97M-V with the def2-TZVPD basis set.

```
187
Properties=species:S:1:pos:R:3:lowdin_charge:R:1
C 4.133 23.547 10.095 -0.09
C 2.622 23.835 10.377 -0.22
C 2.234 25.208 9.783 -0.11
N 0.709 25.420 9.881 -0.26
C 0.114 24.988 11.243 -0.05
C -1.396 25.599 11.521 -0.12
C -1.638 27.046 11.150 -0.20
C -1.087 27.303 9.765 -0.17
C 0.457 26.950 9.677 -0.07
C 0.051 24.675 8.723 0.04
H 4.806 23.962 10.845 0.07
H 4.576 23.649 9.104 0.08
H 4.206 22.488 10.343 0.07
H 2.420 23.671 11.435 0.11
H 2.020 22.996 10.027 0.10
H 2.487 25.362 8.734 0.13
H 2.695 25.951 10.434 0.13
H 0.753 25.316 12.063 0.13
H 0.025 23.903 11.188 0.12
H -1.664 25.346 12.546 0.12
H -2.081 25.020 10.901 0.11
H -1.089 27.710 11.819 0.12
H -2.712 27.223 11.090 0.13
H -1.172 28.379 9.613 0.12
H -1.686 26.967 8.918 0.12
H 0.896 27.441 10.546 0.13
H 0.881 27.309 8.739 0.13
H 0.266 23.634 8.962 0.10
H 0.490 24.952 7.764 0.12
H -1.027 24.838 8.714 0.11
N -7.288 18.102 9.693 -0.20
S -7.134 16.681 9.271 0.35
O -7.650 15.669 10.201 -0.33
O -6.163 16.277 8.225 -0.33
F -8.349 16.760 8.234 -0.24
S -5.755 17.870 10.550 0.58
O -4.622 18.380 9.741 -0.33
O -5.574 16.827 11.536 -0.29
F -5.948 19.046 11.606 -0.22
B -8.941 25.639 8.236 -1.38
F -10.231 25.233 8.597 0.08
F -8.499 26.672 9.079 0.07
F -8.144 24.539 8.429 0.10
F -8.847 25.960 6.928 0.14
C 2.234 34.839 5.429 -1.02
Cl 3.331 33.444 5.206 0.46
Cl 1.001 34.277 6.537 0.50
H 2.808 35.600 5.957 0.02
H 1.818 35.180 4.481 0.04
C 5.406 21.897 -0.905 -0.05
C 4.766 21.950 0.533 -0.19
O 4.214 20.652 0.788 0.02
C 3.585 20.438 1.945 -0.55
O 3.347 21.244 2.845 0.10
O 3.109 19.165 1.871 -0.02
C 2.592 18.531 3.023 -0.05
H 6.371 21.401 -0.802 0.07
H 5.740 22.885 -1.221 0.07
H 4.765 21.519 -1.702 0.08
H 4.167 22.831 0.765 0.12
H 5.574 22.010 1.263 0.12
H 2.210 17.552 2.734 0.10
H 1.904 19.138 3.613 0.10
H 3.426 18.325 3.693 0.09
C 7.080 28.081 15.205 -0.05
C 7.840 28.495 13.934 -0.22
O 8.175 29.823 14.080 0.05
C 7.623 30.762 13.405 -0.61
O 6.641 30.617 12.718 0.12
O 8.338 31.897 13.619 0.00
C 7.826 33.147 13.140 -0.04
H 7.794 27.935 16.015 0.08
H 6.471 27.222 14.922 0.07
H 6.318 28.822 15.448 0.08
H 7.074 28.422 13.163 0.12
H 8.740 27.885 13.856 0.13
H 8.553 33.912 13.414 0.09
H 6.944 33.464 13.696 0.10
H 7.724 33.194 12.056 0.10
C 3.514 14.072 13.339 -0.05
C 4.605 15.180 13.565 -0.19
O 4.980 15.241 14.948 0.05
C 6.213 15.595 15.271 -0.58
O 7.088 15.954 14.476 0.09
O 6.450 15.521 16.578 -0.02
C 7.719 15.072 17.050 -0.03
H 2.631 14.236 13.957 0.07
H 3.923 13.109 13.644 0.07
H 3.200 13.888 12.312 0.07
H 4.230 16.105 13.128 0.12
H 5.472 15.101 12.909 0.11
H 7.561 14.787 18.090 0.10
H 8.396 15.920 16.939 0.09
H 8.077 14.231 16.457 0.10
C -10.303 19.796 16.194 -0.08
C -11.495 20.624 16.022 -0.28
O -11.355 22.010 16.226 0.00
C -10.857 22.820 15.205 -0.52
O -10.489 22.330 14.148 0.14
O -10.672 24.030 15.727 0.00
C -9.851 24.931 15.037 -0.05
H -9.910 19.553 15.207 0.09
H -10.521 18.981 16.885 0.08
H -9.533 20.273 16.800 0.09
H -12.157 20.293 16.822 0.12
H -12.031 20.454 15.089 0.13
H -9.632 25.746 15.726 0.09
H -10.492 25.253 14.216 0.11
H -8.884 24.601 14.657 0.10
C -3.658 34.115 14.760 -0.06
C -5.085 34.638 14.439 -0.17
O -5.728 33.943 13.305 0.03
C -7.046 33.775 13.290 -0.54
O -7.836 34.078 14.144 0.12
O -7.402 33.030 12.149 -0.05
C -8.685 32.618 11.697 -0.05
H -3.216 33.832 13.805 0.07
H -3.596 33.303 15.485 0.07
H -3.054 34.969 15.065 0.07
H -4.996 35.713 14.282 0.12
H -5.707 34.494 15.323 0.11
H -9.335 32.281 12.504 0.09
H -8.548 31.763 11.035 0.10
H -9.175 33.465 11.216 0.09
C -5.268 20.584 3.029 -0.07
C -6.487 21.338 3.549 -0.19
O -7.637 21.072 2.761 0.05
C -8.799 20.805 3.272 -0.58
O -9.084 20.891 4.478 0.11
O -9.675 20.422 2.341 -0.01
C -10.888 19.966 2.795 -0.09
H -5.203 19.518 3.248 0.07
H -4.294 20.908 3.394 0.07
H -5.125 20.621 1.949 0.07
H -6.335 22.418 3.573 0.13
H -6.698 21.110 4.594 0.13
H -10.707 19.073 3.393 0.11
H -11.326 19.687 1.837 0.09
H -11.588 20.705 3.185 0.10
F 9.776 27.977 6.473 0.02
C 10.675 28.061 7.537 -0.26
C 11.254 26.914 8.079 -0.01
C 12.341 27.033 8.986 -0.09
C 12.742 28.259 9.488 -0.08
C 11.989 29.389 9.035 -0.07
C 11.070 29.268 8.004 -0.05
H 10.988 25.946 7.682 0.11
H 12.881 26.138 9.255 0.10
H 13.655 28.417 10.043 0.10
H 12.343 30.364 9.338 0.10
H 10.672 30.178 7.579 0.12
F 0.824 28.384 -1.694 0.08
C -0.038 27.995 -0.797 -0.32
C -1.112 27.177 -1.210 0.00
C -2.187 27.062 -0.303 -0.08
C -2.053 27.552 0.975 -0.12
C -1.057 28.420 1.329 -0.09
C 0.003 28.618 0.456 -0.01
H -1.148 26.797 -2.220 0.11
H -2.959 26.334 -0.503 0.11
H -2.859 27.379 1.672 0.11
H -1.240 28.904 2.277 0.11
H 0.787 29.351 0.575 0.11
F -8.863 32.142 1.771 0.07
C -8.208 33.006 2.564 -0.30
C -8.100 34.385 2.190 0.00
C -7.138 35.186 2.853 -0.08
C -6.504 34.698 4.008 -0.11
C -6.760 33.420 4.455 -0.07
C -7.639 32.582 3.702 -0.02
H -8.472 34.805 1.267 0.10
H -6.978 36.180 2.462 0.09
H -5.782 35.214 4.624 0.09
H -6.353 33.051 5.385 0.10
H -7.928 31.583 3.994 0.12
F 0.372 27.639 18.635 0.08
C -0.083 27.290 19.813 -0.30
C -1.466 27.053 19.873 -0.02
C -1.997 26.724 21.098 -0.10
C -1.220 26.617 22.239 -0.09
C 0.137 26.929 22.172 -0.09
C 0.747 27.238 20.960 -0.01
H -2.072 27.221 18.994 0.12
H -3.070 26.621 21.164 0.11
H -1.654 26.356 23.193 0.10
H 0.762 27.013 23.049 0.10
H 1.792 27.509 20.917 0.11
```

As for the HOMO energy: -5.96 eV. The value obtained for the LUMO energy is 0.10 eV. Its charge is -1. The calculation puts the frontier orbital gap at 6.06 eV.



A single CH4O2S molecule at a distorted geometry, computed with ωB97M-V with the def2-TZVPD basis set.

```
8
Properties=species:S:1:pos:R:3:lowdin_charge:R:1
C -0.337 -0.712 -0.578 -0.11
O 0.606 -1.163 0.441 -0.21
O 2.089 -1.058 -0.055 -0.57
S 2.641 0.508 -0.043 0.79
H -0.448 -1.196 -1.529 0.07
H -0.275 0.359 -0.722 0.06
H -1.321 -0.863 -0.098 0.10
H 3.383 0.438 1.082 -0.13
```

As for the HOMO energy: -9.71 eV. The value obtained for the LUMO energy is 0.35 eV. The calculation puts the energy above the lowest of the compared OMol25 structures with the same formula, charge and spin at 4.185 eV. Its charge is 0. Its SMILES is COOS. The calculation puts the frontier orbital gap at 10.06 eV.



Which value of charge does entry 3 give? 0